This record from the OMol25 dataset describes C35H43N4SSb2Ti as an isolated structure. The level of theory is ωB97M-V/def2-TZVPD.

Cartesian coordinates (Å):
Ti -1.24 0.05 0.34
S -1.75 2.16 1.31
C -1.10 2.61 -0.31
N -0.50 3.74 -0.54
N -0.32 4.56 0.56
C 0.30 5.77 0.41
C 0.37 6.64 1.51
C 1.02 7.86 1.40
C 1.62 8.25 0.21
C 1.54 7.38 -0.88
C 0.89 6.16 -0.80
N -1.02 1.63 -1.27
N -2.06 0.66 -1.28
C -2.35 0.12 -2.51
C -1.97 0.73 -3.72
C -2.28 0.12 -4.93
C -2.97 -1.08 -4.99
C -3.36 -1.68 -3.79
C -3.06 -1.10 -2.57
H -0.86 4.36 1.39
H -0.09 6.35 2.45
H 1.07 8.51 2.27
H 2.13 9.20 0.13
H 1.99 7.67 -1.82
H 0.82 5.50 -1.65
H -1.43 1.66 -3.67
H -1.97 0.61 -5.85
H -3.20 -1.55 -5.94
H -3.90 -2.62 -3.81
H -3.35 -1.57 -1.64
C -0.54 -3.82 -1.69
Sb 0.28 -1.94 -1.08
C 1.08 -1.34 -2.97
C 2.07 -2.67 -0.06
C 3.33 -2.12 -0.64
C 3.90 -2.75 -1.74
C 5.02 -2.25 -2.38
C 5.60 -1.08 -1.91
C 5.06 -0.45 -0.80
C 3.94 -0.95 -0.14
C 3.44 -0.23 1.08
Sb 1.63 0.96 0.82
C 1.99 2.25 2.48
C 2.44 2.15 -0.73
H 0.18 -4.38 -2.29
H -1.43 -3.61 -2.28
H -0.82 -4.40 -0.81
H 1.82 -2.04 -3.36
H 1.51 -0.35 -2.86
H 0.23 -1.26 -3.65
H 2.04 -3.76 -0.12
H 1.93 -2.40 0.99
H 3.43 -3.66 -2.11
H 5.43 -2.77 -3.23
H 6.46 -0.66 -2.40
H 5.52 0.46 -0.43
H 4.20 0.49 1.40
H 3.27 -0.91 1.92
H 3.03 2.58 2.50
H 1.75 1.73 3.41
H 1.33 3.11 2.37
H 3.31 2.70 -0.37
H 1.66 2.83 -1.08
H 2.74 1.49 -1.55
C -3.97 -1.00 3.15
C -3.21 -1.90 2.16
C -4.21 -2.41 1.12
C -2.17 -1.08 1.44
C -2.53 -3.04 2.91
C -2.72 -4.38 2.59
C -2.06 -5.39 3.28
C -1.18 -5.09 4.30
C -0.97 -3.75 4.64
C -1.64 -2.75 3.95
H -4.46 -0.20 2.60
H -3.30 -0.55 3.88
H -4.73 -1.58 3.70
H -4.65 -1.55 0.62
H -5.01 -2.99 1.58
H -3.72 -3.02 0.36
H -1.28 -0.81 2.09
H -3.40 -4.65 1.80
H -2.23 -6.43 3.01
H -0.66 -5.87 4.84
H -0.29 -3.49 5.44
H -1.45 -1.72 4.22

Properties
**Kohn-Sham gap**: 5.7 eV
**Total charge**: -1
**Energy relative to the best compared isomer or geometry (same formula, charge and spin)**: 0.00 kcal per mole
**HOMO level**: -3.33 eV